Run w
Entry from the OMol25 dataset: 7 unconnected molecules or ions with the total composition C24H48O10 (ωB97M-V/def2-TZVPD).

Summary:
multiplicity	1
Kohn-Sham gap	9.92	eV
SMILES	CCOC(C)=O.CCOC(C)=O.CCOC(C)=O.CC(C)=O.CC(C)=O.CC(C)=O.CC(C)=O

Last column: Löwdin charge in e.
CARTESIAN COORDINATES (ANGSTROEM)
O1 3.768 -2.010 -1.030  0.064
O2 1.561 5.329 -3.005  -0.043
O3 1.578 3.593 -1.592  0.058
O4 -2.841 -0.889 0.986  0.067
O5 -1.353 0.534 -0.065  -0.003
O6 3.083 2.466 3.791  -0.044
O7 -1.303 -3.538 -3.126  -0.056
O8 -4.957 2.761 1.972  -0.068
O9 5.232 -2.237 0.596  0.060
O10 -5.013 -5.654 2.389  0.027
C1 7.661 -2.589 0.421  -0.057
C2 -5.073 -3.325 1.752  -0.017
C3 -1.888 -0.694 0.249  -0.514
C4 0.533 5.554 -5.198  -0.096
C5 -2.037 1.705 0.209  -0.314
C6 6.306 -2.274 -0.313  -0.197
C7 2.220 2.636 2.782  -0.333
C8 3.064 -2.285 1.257  0.035
C9 1.973 4.716 -1.871  -0.524
C10 1.840 4.065 2.428  -0.035
C11 3.104 5.382 -1.227  0.058
C12 0.625 4.679 -3.972  -0.240
C13 1.400 1.515 2.149  0.010
C14 -1.902 2.728 -0.841  -0.047
C15 -3.157 -4.380 3.117  -0.010
C16 -6.287 0.621 1.802  -0.027
C17 4.096 -2.204 0.144  -0.626
C18 -4.510 -4.498 2.434  -0.434
C19 -5.114 1.483 2.388  -0.393
C20 -1.311 -1.849 -0.413  -0.005
C21 0.759 -4.061 -4.495  0.014
C22 -4.261 0.898 3.445  -0.064
C23 -0.060 -4.024 -3.204  -0.328
C24 0.504 -4.415 -1.866  -0.043
H1 6.405 -1.314 -0.836  0.136
H2 -0.777 2.923 -1.135  0.098
H3 -0.148 4.913 -5.902  0.108
H4 7.566 -3.458 1.085  0.068
H5 -5.119 -2.399 2.167  0.032
H6 -5.657 -0.081 1.178  0.087
H7 0.909 3.572 -4.115  0.144
H8 -4.444 -3.253 0.920  0.073
H9 -0.077 6.426 -4.821  0.086
H10 -2.518 3.588 -0.810  0.071
H11 8.062 -1.795 1.026  0.052
H12 -1.630 -2.853 0.283  0.153
H13 2.784 -3.428 1.252  0.135
H14 -1.615 -1.889 -1.452  0.068
H15 -6.948 0.132 2.527  0.077
H16 1.663 5.735 -5.565  0.130
H17 -4.775 0.054 4.109  0.124
H18 4.008 4.927 -1.446  0.090
H19 0.990 -5.021 -4.766  0.067
H20 -3.028 1.551 0.482  0.073
H21 1.490 4.082 1.292  0.098
H22 -6.890 1.266 1.122  0.084
H23 -0.292 4.687 -3.327  0.123
H24 3.402 -2.099 2.211  0.045
H25 1.705 -3.920 -4.270  0.036
H26 -2.422 -4.149 2.331  0.076
H27 8.392 -2.871 -0.511  0.131
H28 -0.130 -1.758 -0.488  0.126
H29 -2.817 -5.301 3.336  0.031
H30 0.488 -3.654 -5.370  0.056
H31 -3.872 1.760 4.185  0.134
H32 2.669 4.782 2.550  0.090
H33 0.547 1.393 2.651  0.037
H34 0.861 -5.623 -1.949  0.161
H35 -1.745 2.035 1.256  0.140
H36 -2.075 2.082 -1.718  0.088
H37 2.201 -1.654 1.180  0.056
H38 1.771 0.617 2.088  -0.002
H39 -6.100 -3.453 1.428  0.098
H40 1.350 -3.857 -1.737  0.022
H41 -3.338 0.536 3.054  0.037
H42 1.079 2.004 1.040  0.155
H43 -0.192 -4.362 -0.977  0.080
H44 1.078 4.449 2.952  0.032
H45 2.788 5.357 -0.080  0.139
H46 6.214 -3.061 -0.995  0.099
H47 -3.078 -3.607 3.916  0.105
H48 3.024 6.261 -1.423  -0.023

***

Run x
Entry from the OMol25 dataset: 7 unconnected molecules or ions with the total composition C24H48O10 (ωB97M-V/def2-TZVPD).

Summary:
multiplicity	1
Kohn-Sham gap	9.61	eV
SMILES	CCOC(C)=O.CCOC(C)=O.CCOC(C)=O.CC(C)=O.CC(C)=O.CC(C)=O.CC(C)=O

Last column: Löwdin charge in e.
CARTESIAN COORDINATES (ANGSTROEM)
O1 6.283 0.189 0.510  0.118
O2 -1.000 0.295 1.498  -0.001
O3 -0.980 0.832 -0.714  -0.020
O4 -0.766 -4.138 0.008  -0.016
O5 2.288 -0.978 3.597  -0.064
O6 -5.144 4.174 2.328  -0.016
O7 1.394 4.224 -1.398  -0.050
O8 4.049 -0.428 0.200  -0.016
O9 0.928 -2.213 -4.370  0.119
O10 -1.298 -2.674 -4.273  -0.007
C1 1.501 -4.857 0.724  0.006
C2 0.260 -3.965 0.774  -0.424
C3 0.276 -4.125 -3.199  0.051
C4 -0.077 5.801 -0.242  -0.048
C5 -2.250 0.343 -1.111  -0.220
C6 -4.523 3.051 2.074  -0.402
C7 5.118 0.212 0.817  -0.470
C8 -1.605 -1.701 -5.229  -0.130
C9 -2.138 -1.180 -1.171  -0.071
C10 0.120 -0.560 4.761  -0.035
C11 2.008 1.161 4.755  -0.051
C12 4.366 -1.365 -0.878  -0.202
C13 1.493 -0.086 4.313  -0.339
C14 4.675 1.064 1.958  0.045
C15 -1.032 4.192 -1.788  -0.030
C16 0.007 -2.892 -4.024  -0.514
C17 -3.184 -1.358 -5.036  0.006
C18 3.042 -1.741 -1.427  -0.073
C19 0.439 -2.714 1.536  -0.027
C20 -0.419 0.755 0.479  -0.516
C21 0.945 1.306 0.738  0.029
C22 -3.348 3.141 1.084  -0.057
C23 0.138 4.641 -1.080  -0.462
C24 -4.938 1.644 2.398  -0.033
H1 -0.366 -1.949 1.366  0.077
H2 -4.200 1.055 3.118  0.140
H3 1.245 1.366 1.828  0.079
H4 1.606 -2.462 1.283  0.120
H5 5.248 1.675 2.243  -0.042
H6 2.394 -2.091 -0.548  0.087
H7 1.009 6.333 -0.258  0.146
H8 -1.563 -1.643 -1.998  0.076
H9 4.478 0.465 2.892  0.110
H10 1.125 2.365 0.119  0.137
H11 -3.253 4.272 0.997  0.090
H12 3.603 1.455 1.864  0.106
H13 -1.344 -0.812 -4.937  0.047
H14 -3.676 -1.181 -4.119  0.077
H15 1.688 0.806 0.128  0.062
H16 -2.959 0.447 -0.259  0.099
H17 -4.661 1.081 1.615  -0.001
H18 -3.632 2.703 0.047  0.102
H19 -1.345 -1.888 -6.332  0.166
H20 -0.073 -1.598 5.083  0.086
H21 -1.486 4.962 -2.540  0.150
H22 -0.333 5.234 0.678  0.109
H23 -0.050 -0.078 5.796  0.097
H24 -0.763 -0.084 4.271  0.087
H25 0.531 -3.138 2.488  0.065
H26 -2.388 2.664 1.344  0.070
H27 -0.594 -4.277 -2.743  0.031
H28 2.925 1.250 5.182  0.069
H29 -2.203 -1.701 -0.037  0.151
H30 4.696 -2.244 -0.722  0.047
H31 1.435 -5.634 1.303  0.023
H32 -3.123 -1.483 -1.374  0.039
H33 -2.660 0.854 -2.113  0.169
H34 1.398 -5.220 -0.243  0.058
H35 1.034 -4.355 -2.676  0.005
H36 2.404 -4.213 0.886  0.103
H37 1.798 1.358 5.699  0.038
H38 2.921 -2.364 -2.234  0.050
H39 -0.931 3.380 -2.194  -0.036
H40 -3.787 -2.015 -5.314  -0.006
H41 0.146 -5.042 -3.835  0.129
H42 -2.047 4.073 -1.169  0.126
H43 -0.702 6.506 -0.828  0.099
H44 -6.053 1.490 2.668  0.122
H45 4.891 -0.888 -1.824  0.177
H46 2.585 -0.824 -1.676  0.064
H47 1.873 1.995 4.023  0.129
H48 -3.467 -0.652 -5.563  -0.008

***

Run y
Entry from the OMol25 dataset: 7 unconnected molecules or ions with the total composition C24H48O10 (ωB97M-V/def2-TZVPD).

Summary:
multiplicity	1
Kohn-Sham gap	9.67	eV
SMILES	CCOC(C)=O.CCOC(C)=O.CCOC(C)=O.CC(C)=O.CC(C)=O.CC(C)=O.CC(C)=O

Last column: Löwdin charge in e.
CARTESIAN COORDINATES (ANGSTROEM)
O1 -29.189 50.388 26.885  -0.104
O2 -36.357 46.516 30.302  -0.095
O3 -29.793 41.259 25.993  -0.012
O4 -31.162 46.204 28.562  -0.061
O5 -31.350 46.313 23.884  0.067
O6 -31.945 51.348 29.811  -0.024
O7 -34.944 41.419 30.685  -0.019
O8 -31.119 39.371 26.052  0.058
O9 -31.555 44.658 22.418  0.070
O10 -30.911 44.051 28.977  0.065
C1 -30.461 45.212 29.058  -0.544
C2 -35.129 42.690 30.942  -0.396
C3 -28.868 49.480 24.535  -0.035
C4 -31.227 45.136 23.547  -0.563
C5 -32.210 45.433 21.415  -0.206
C6 -34.638 48.153 31.275  -0.027
C7 -32.515 46.058 28.076  -0.102
C8 -32.967 47.601 27.900  0.000
C9 -29.671 41.225 27.420  -0.188
C10 -33.988 43.690 31.035  -0.030
C11 -32.435 44.729 20.126  -0.099
C12 -30.289 51.695 31.474  -0.042
C13 -29.113 49.270 25.980  -0.305
C14 -30.466 40.244 25.433  -0.517
C15 -28.492 42.103 27.776  -0.050
C16 -29.564 47.928 26.464  -0.047
C17 -36.568 43.204 31.077  -0.055
C18 -30.662 49.389 30.326  -0.028
C19 -37.000 48.801 30.176  -0.053
C20 -30.525 40.339 23.953  0.008
C21 -29.131 45.652 29.408  0.018
C22 -36.025 47.817 30.626  -0.341
C23 -30.992 50.819 30.539  -0.452
C24 -30.673 44.100 24.506  0.049
H1 -28.860 47.154 26.165  0.087
H2 -34.352 48.963 30.793  -0.014
H3 -28.527 43.026 27.627  -0.022
H4 -28.132 41.819 28.803  0.117
H5 -31.387 48.720 31.034  0.149
H6 -32.371 45.559 27.127  0.116
H7 -30.127 39.282 23.366  0.177
H8 -33.206 43.475 31.656  0.038
H9 -31.655 44.311 19.630  0.016
H10 -33.103 45.692 21.744  0.077
H11 -30.105 51.276 32.396  0.041
H12 -29.457 48.034 27.531  0.055
H13 -37.009 48.829 29.106  0.082
H14 -33.802 47.388 31.164  0.091
H15 -34.252 44.775 31.184  0.071
H16 -29.082 46.529 29.980  0.061
H17 -33.523 43.621 29.962  0.112
H18 -31.809 46.357 20.974  0.143
H19 -36.587 49.698 30.660  0.079
H20 -36.908 43.962 30.170  0.125
H21 -37.136 42.419 30.920  -0.021
H22 -29.841 41.082 23.677  0.036
H23 -30.808 49.166 29.301  0.041
H24 -32.174 48.068 27.701  -0.045
H25 -29.579 40.338 28.053  0.134
H26 -33.750 47.503 27.107  0.105
H27 -29.357 52.179 31.111  0.104
H28 -29.768 49.228 24.019  0.091
H29 -33.175 45.123 19.365  0.100
H30 -31.523 40.535 23.728  0.062
H31 -28.256 50.447 24.468  0.126
H32 -31.055 52.612 31.672  0.145
H33 -30.567 41.751 27.751  0.116
H34 -29.877 43.407 24.190  0.100
H35 -32.989 43.603 20.055  0.140
H36 -30.565 47.547 26.113  0.099
H37 -38.146 48.701 30.471  0.143
H38 -33.311 48.145 28.774  0.058
H39 -28.202 48.786 24.178  0.046
H40 -29.612 49.292 30.530  0.072
H41 -27.647 41.804 27.290  0.051
H42 -28.878 44.790 30.072  0.116
H43 -28.367 45.867 28.659  0.102
H44 -37.099 43.862 32.015  0.153
H45 -34.818 48.541 32.402  0.146
H46 -31.595 43.717 24.874  0.095
H47 -33.119 45.651 28.900  0.107
H48 -30.398 44.688 25.296  0.037

***

In kcal/mol, relative to the most stable structure: run w 0.0; run x 130.5; run y 42.4.

***

Run w
Entry from the OMol25 dataset: 10 unconnected molecules or ions with the total composition H21O10 (ωB97M-V/def2-TZVPD).

Summary:
multiplicity	2
Kohn-Sham gap (alpha / beta)	11.09 / 3.14	eV
⟨S²⟩	0.758
total charge	+2

Last column: Mulliken spin population.
CARTESIAN COORDINATES (ANGSTROEM)
O1 1.981 1.277 -1.527  0.001
O2 -0.049 0.049 3.185  0.000
O3 0.110 2.056 -3.357  0.009
O4 0.596 -3.325 -2.324  0.262
O5 -2.116 1.795 -0.522  0.383
O6 1.588 -1.103 -0.763  0.015
O7 1.493 1.954 1.659  0.000
O8 -0.784 -2.021 -0.813  0.387
O9 -0.723 -2.112 1.739  0.006
O10 -3.128 0.504 2.171  0.000
H1 -0.037 -2.771 1.943  0.000
H2 0.589 -1.348 -0.911  0.009
H3 2.923 1.585 -1.431  0.000
H4 -0.718 -1.978 0.202  -0.006
H5 1.804 1.283 -2.550  0.000
H6 -0.234 2.975 -2.896  -0.001
H7 1.056 -2.601 -2.749  -0.011
H8 -0.663 2.069 -3.911  0.000
H9 -0.537 0.824 3.519  0.000
H10 -3.073 1.465 2.332  0.001
H11 -0.719 -2.985 -0.989  -0.017
H12 -0.681 -1.456 2.499  0.000
H13 -2.170 1.380 0.352  -0.014
H14 1.729 -0.683 0.152  -0.001
H15 -2.878 1.473 -1.106  -0.012
H16 -2.763 0.254 3.074  0.000
H17 1.883 -0.167 -1.252  -0.001
H18 2.352 2.055 2.076  0.000
H19 1.135 -3.980 -1.843  -0.009
H20 0.571 0.656 2.678  0.000
H21 1.458 2.873 1.362  0.000

***

Run x
Entry from the OMol25 dataset: a molecular structure, H21O10 (ωB97M-V/def2-TZVPD).

Summary:
multiplicity	2
Kohn-Sham gap (alpha / beta)	11.52 / 3.40	eV
⟨S²⟩	0.756
total charge	+2

Last column: Mulliken spin population.
CARTESIAN COORDINATES (ANGSTROEM)
O1 -1.851 1.314 -1.931  0.002
O2 0.701 -2.050 2.020  0.478
O3 0.964 -1.996 -0.574  0.108
O4 -2.867 -1.051 -0.387  0.080
O5 3.523 0.811 -0.849  0.005
O6 -1.898 -1.178 2.169  0.236
O7 1.842 1.108 -2.732  0.001
O8 2.784 0.812 1.572  0.150
O9 -2.592 2.038 1.162  0.004
O10 0.348 0.467 -0.845  0.009
H1 2.489 -0.113 1.450  -0.009
H2 0.513 -0.526 -0.908  0.005
H3 -0.271 -1.907 2.071  -0.016
H4 -0.615 0.458 -1.136  -0.003
H5 -2.101 1.989 -1.286  0.000
H6 -3.446 2.463 1.019  0.000
H7 1.634 -2.274 0.096  -0.003
H8 -3.360 -0.228 -0.438  -0.002
H9 2.548 1.149 2.435  -0.004
H10 3.376 -0.029 -0.434  0.000
H11 -2.586 1.771 2.078  0.000
H12 -3.559 -1.674 -0.681  -0.003
H13 0.992 -1.734 2.911  -0.015
H14 -2.433 -2.012 2.190  -0.006
H15 3.952 1.533 -0.341  -0.001
H16 0.313 -2.650 -0.222  -0.004
H17 1.088 0.926 -1.797  0.000
H18 2.699 1.214 -2.187  0.000
H19 1.919 0.326 -3.301  0.000
H20 -1.550 1.738 -2.734  0.000
H21 -2.553 -0.695 1.612  -0.013

***

In kcal/mol, relative to the most stable structure: run w 17.6; run x 0.0.

***

Run w
Entry from the OMol25 dataset: 2 unconnected molecules or ions with the total composition C4H8NOS (ωB97M-V/def2-TZVPD).

Summary:
multiplicity	1
Kohn-Sham gap	9.34	eV
total charge	+1

Last column: natural (NBO) charge in e.
CARTESIAN COORDINATES (ANGSTROEM)
S1 0.332 -0.553 -2.177  1.351
O1 -0.749 -1.495 -2.232  -0.903
N1 -0.238 0.493 0.237  -0.307
C1 1.284 -1.002 -0.691  -0.626
C2 -0.336 0.781 -0.971  0.064
C3 -0.773 1.208 1.358  -0.440
C4 0.321 -0.790 0.498  -0.249
H1 1.861 -1.957 -0.765  0.292
H2 0.732 -0.876 1.479  0.255
H3 1.952 -0.202 -0.784  0.225
H4 -0.436 2.143 1.460  0.248
H5 -0.539 -1.508 0.407  0.264
H6 -0.978 2.090 -1.556  0.318
H7 -1.885 0.947 1.469  0.263
H8 -0.549 0.720 2.268  0.244

***

Run x
Entry from the OMol25 dataset: a gas-phase ion, C4H8NOS (charge +1) (ωB97M-V/def2-TZVPD).

Summary:
multiplicity	1
Kohn-Sham gap (alpha / beta)	5.47 / 5.48	eV
total charge	+1

Last column: natural (NBO) charge in e.
CARTESIAN COORDINATES (ANGSTROEM)
S1 3.365 0.391 0.096  0.326
O1 -0.778 -1.335 0.453  -0.686
N1 -2.508 0.970 0.181  -0.784
C1 0.949 -0.476 -0.810  -0.523
C2 -1.302 0.843 -0.289  -0.017
C3 -0.516 -0.245 -0.269  0.198
C4 1.841 -0.402 0.407  0.001
H1 -3.104 0.232 0.595  0.411
H2 -2.938 1.961 0.189  0.428
H3 1.342 0.170 -1.587  0.256
H4 1.770 -0.682 1.382  0.226
H5 -1.391 -1.157 1.216  0.493
H6 0.836 -1.561 -1.142  0.290
H7 -1.007 1.737 -0.878  0.225
H8 3.916 0.379 1.296  0.158

***

Run y
Entry from the OMol25 dataset: 2 unconnected molecules or ions with the total composition C4H8NOS (ωB97M-V/def2-TZVPD).

Summary:
multiplicity	1
Kohn-Sham gap (alpha / beta)	7.61 / 7.61	eV
total charge	+1

Last column: natural (NBO) charge in e.
CARTESIAN COORDINATES (ANGSTROEM)
S1 2.866 0.446 0.152  0.572
O1 4.364 0.691 0.334  -0.573
N1 0.689 -1.159 -0.312  -0.200
C1 -0.531 0.972 -0.096  -0.533
C2 0.198 -0.221 0.059  0.669
C3 1.593 -2.176 -0.254  -0.479
C4 0.618 1.926 -0.011  -0.601
H1 1.372 1.605 -0.741  0.214
H2 -1.306 0.990 -0.864  0.313
H3 0.320 2.871 -0.434  0.273
H4 1.113 -2.774 -1.120  0.270
H5 1.023 1.861 1.006  0.245
H6 1.560 -2.741 0.658  0.274
H7 -1.016 0.970 0.917  0.283
H8 2.598 -1.997 -0.509  0.271

***

Run z
Entry from the OMol25 dataset: 2 unconnected molecules or ions with the total composition C4H8NOS (ωB97M-V/def2-TZVPD).

Summary:
multiplicity	1
Kohn-Sham gap (alpha / beta)	7.60 / 9.72	eV
total charge	+1

Last column: natural (NBO) charge in e.
CARTESIAN COORDINATES (ANGSTROEM)
S1 -1.924 -1.152 -2.254  0.255
O1 -1.562 -0.496 0.224  -0.430
N1 1.031 0.653 -1.469  -0.191
C1 1.186 0.372 -2.647  -0.176
C2 -1.152 -0.567 -0.935  0.380
C3 -0.728 0.300 1.256  -0.064
C4 0.722 -0.110 1.598  -0.664
H1 0.584 -0.174 -3.491  0.254
H2 -0.674 1.383 1.069  0.237
H3 2.268 0.728 -2.883  0.275
H4 0.972 -1.203 1.527  0.238
H5 -1.219 -0.022 2.117  0.219
H6 1.412 0.350 0.922  0.234
H7 -3.113 -1.418 -1.775  0.170
H8 1.069 0.271 2.546  0.262

***

In kcal/mol, relative to the most stable structure: run w 42.2; run x 0.0; run y 62.6; run z 73.6.